# 1
Below is a structure of composition C30H27AuN4O4S3, with properties calculated with wB97M-V/def2-TZVPD.

Its expectation value of S² is 2.018. The orbital gap (spin up / spin down) is 6.831 / 7.092 eV. As for the LUMO energy (spin up / spin down): -0.08 / -0.80 eV. Its electronic energy is -81893.01285 eV. The energy above the lowest of the compared OMol25 structures with the same formula, charge and spin is 166.2 kJ/mol. The spin multiplicity is 3. The charge is 0.

Element x y z (Å)
Au -0.6415 0.7942 0.8930
C -1.7975 1.1320 -4.6111
C -0.7041 1.0277 -3.5852
C 0.0969 -0.1061 -3.4857
C 1.1760 -0.1520 -2.6187
C 1.4500 0.9480 -1.8240
C 0.6421 2.0732 -1.8774
C -0.4349 2.1059 -2.7456
S 3.0823 1.1769 -1.0903
O 3.9971 0.7716 -2.1305
O 3.1384 2.5532 -0.6389
N 1.3849 0.5556 1.5681
C 1.5729 1.0195 2.8435
C 0.3139 0.4080 3.9441
O 0.8261 0.0375 4.9764
O -0.7999 0.5324 3.4492
H -1.8555 0.2376 -5.2293
H -1.6129 1.9862 -5.2641
H -2.7682 1.2857 -4.1363
H -0.1093 -0.9575 -4.1232
H 1.8097 -1.0268 -2.5824
H 0.8990 2.9365 -1.2831
H -1.0515 2.9962 -2.7991
H 1.3216 2.0731 2.9722
H 2.5245 0.7582 3.3083
C -3.8120 -1.3299 0.7764
C -3.9021 0.1490 0.8147
N -2.9225 1.0075 0.7455
C -3.3500 2.3138 0.8365
C -4.6948 2.4581 0.9531
S -5.4499 0.9263 0.9667
C -2.3712 3.3902 0.8723
C -2.6528 4.7188 0.8171
S -1.2205 5.6309 1.0017
C -0.3038 4.1633 1.1520
N -1.0358 3.0965 1.0359
C 1.1487 4.2496 1.4408
H -2.7631 -1.6212 0.7755
H -4.2910 -1.7110 -0.1280
H -4.3257 -1.7631 1.6357
H -5.2728 3.3612 1.0546
H -3.6093 5.1929 0.6744
H 1.5388 5.2118 1.1114
H 1.7130 3.4594 0.9520
H 1.3191 4.1722 2.5169
N -0.6767 -1.1939 0.3137
C 0.3099 -1.9792 0.2927
C 1.7467 -1.5777 0.2446
C 2.6118 -2.2865 -0.4987
C 4.0386 -2.0111 -0.5094
C 4.5044 -0.8623 -0.0228
C 3.5246 0.1595 0.4315
C 2.2993 -0.4691 1.1203
C 0.0312 -3.4599 0.2763
C 0.8363 -4.3532 0.9813
C 0.5212 -5.7026 1.0250
C -0.6002 -6.1803 0.3639
C -1.4084 -5.2969 -0.3374
C -1.0983 -3.9470 -0.3763
H 2.2557 -3.1355 -1.0693
H 4.7007 -2.7600 -0.9242
H 5.5526 -0.6014 -0.0541
H 3.9578 0.9350 1.0601
H 2.6955 -0.9884 2.0135
H 1.7064 -3.9912 1.5135
H 1.1478 -6.3835 1.5874
H -0.8415 -7.2349 0.3989
H -2.2915 -5.6682 -0.8427
H -1.7262 -3.2551 -0.9231

Cartesian forces (eV/Å) of the 3 atoms listed first:
Au 0.4 0.0 -0.6
C 0.0 0.0 0.1
C 0.0 0.1 0.1



# 2
Below is a structure of composition C18H24Br2ClF3IN2O8 at a distorted geometry, with properties calculated with wB97M-V/def2-TZVPD.

The orbital gap is 8.381 eV. As for the LUMO energy: 1.93 eV. Its electronic energy is -207269.80441 eV. The spin multiplicity is 1. The charge is -1.

Element x y z (Å)
C 0.9645 2.9524 3.7832
C 1.0240 1.5787 3.1129
C 0.6670 1.5774 1.5948
I -1.1271 2.7467 1.3805
C 0.6387 0.1217 1.0948
O 1.9474 -0.3755 1.6076
C 1.8900 -1.2889 2.5218
N 1.8225 -2.1230 3.3155
N -0.4799 -0.6286 1.5986
C -1.4955 -0.4492 0.5333
O -2.6373 -0.2130 0.7682
C -0.7846 -0.6563 -0.8205
C -0.9089 -2.2097 -0.9863
C -2.3379 -2.7284 -0.7653
O -2.4643 -3.2818 0.5572
C -2.5427 -4.6369 0.5759
O -1.6532 -5.3323 0.9744
C -1.4576 -0.0559 -2.0623
C -2.2816 1.2444 -1.8820
C -3.6651 1.1258 -2.4579
F -4.2539 2.3570 -2.5690
F -4.5008 0.3631 -1.7067
F -3.6538 0.5912 -3.7148
C 0.6605 -0.1499 -0.4737
C 0.9295 1.2195 -1.1665
C 1.8533 -1.0243 -0.9802
Br 1.7280 -1.3711 -2.9095
C 2.1407 -2.3867 -0.2454
C 3.5836 -2.4213 0.2745
Br 1.9635 -3.9991 -1.3610
H 1.2309 3.7559 3.1026
H 1.7158 2.9575 4.5768
H 0.0185 3.1407 4.2772
H 2.0539 1.2494 3.2186
H 0.3773 0.8531 3.6053
H 1.4514 2.1545 1.1184
H -0.3228 -1.6361 1.5456
H -0.3181 -2.7435 -0.2494
H -0.6120 -2.5157 -1.9815
H -2.5715 -3.4928 -1.5078
H -3.0805 -1.9459 -0.8967
H -3.5020 -5.0450 0.2346
H -0.7211 0.1417 -2.8293
H -2.1243 -0.7859 -2.5155
H -2.3624 1.5832 -0.8578
H -1.8106 2.0577 -2.4317
H 1.0334 1.1348 -2.2411
H 0.1556 1.9528 -0.9736
H 1.8810 1.5977 -0.8002
H 2.7571 -0.4349 -0.9109
H 1.4640 -2.5860 0.5740
H 3.6539 -3.1917 1.0372
H 3.8764 -1.4540 0.6672
H 4.2482 -2.7287 -0.5277
O 2.3662 5.6216 -1.6078
Cl 1.1875 5.0935 -0.9707
O 1.5884 4.2654 0.1611
O 0.4447 4.2916 -1.9184
O 0.3523 6.1634 -0.4905

Cartesian forces (eV/Å) of the 3 atoms listed first:
C 0.4 -0.3 0.5
C -0.3 0.2 -0.4
C 0.2 0.2 1.4



# 3
Below is a cluster of 2 separate species, C4H12NOS in total, with properties calculated with wB97M-V/def2-TZVPD.

The orbital gap is 6.025 eV. As for the LUMO energy: 3.39 eV. Its electronic energy is -18715.12651 eV. The energy above the lowest of the compared OMol25 structures with the same formula, charge and spin is 157.1 kJ/mol. The spin multiplicity is 1. The charge is -1.

Element x y z (Å)
N 0.1616 1.7741 0.8504
C -0.9081 1.3017 1.8416
O -0.4617 0.3380 2.6129
H 0.3044 2.7655 1.0165
H 0.9960 1.3235 1.2245
H -1.2408 2.2311 2.3828
H -1.7662 1.0104 1.1780
C -0.8006 -1.7752 0.4562
C -0.3190 -1.3409 -0.9291
S 1.4954 -1.1782 -0.9513
C 1.6313 0.1840 -2.1282
H -1.8837 -1.7835 0.5314
H -0.4135 -1.0713 1.2087
H -0.4335 -2.7767 0.6924
H -0.7403 -0.3568 -1.1559
H -0.5928 -2.0328 -1.7220
H 1.1686 -0.0961 -3.0786
H 1.1309 1.0540 -1.7290
H 2.6719 0.4293 -2.3014

Cartesian forces (eV/Å) of the 3 atoms listed first:
N 0.0 0.1 0.0
C 0.0 0.2 -0.4
O 0.1 -0.2 0.4



# 4
Below is the ion C5H11N3 with charge +2 at a distorted geometry, with properties calculated with wB97M-V/def2-TZVPD.

The orbital gap is 10.990 eV. As for the LUMO energy: -7.04 eV. Its SMILES is [NH3+]CCc1c[nH]c[nH+]1. Its electronic energy is -9817.45969 eV. The energy above the lowest of the compared OMol25 structures with the same formula, charge and spin is 46.6 kJ/mol. The spin multiplicity is 1. The charge is +2.

Element x y z (Å)
C 0.7220 -1.2260 -1.2789
C -0.5651 -0.4661 -0.9680
C -0.7064 0.1993 0.3410
C -1.5336 1.2224 0.6939
N -1.3985 1.3670 2.0656
C -0.4526 0.5583 2.5113
N -0.0594 -0.2301 1.5039
N 1.7940 -0.2234 -1.7830
H 1.1986 -1.7586 -0.4640
H 0.4997 -1.9769 -2.0414
H -1.3772 -1.1898 -1.1366
H -0.6560 0.2552 -1.7939
H -2.3721 1.6052 0.1321
H -1.7425 2.1410 2.6314
H -0.2024 0.4999 3.5558
H 0.7327 -0.8464 1.6134
H 2.7651 -0.5450 -1.7603
H 1.7952 0.5242 -1.0947
H 1.5585 0.0899 -2.7278

Cartesian forces (eV/Å) of the 3 atoms listed first:
C 0.5 0.0 -0.2
C 0.1 -0.7 -1.3
C 0.2 0.1 0.4



# 5
Below is a structure of composition C2H4LiNdO2 at a distorted geometry, with properties calculated with wB97M-V/def2-TZVPD.

Its expectation value of S² is 6.004. The orbital gap (spin up / spin down) is 3.525 / 3.618 eV. As for the LUMO energy (spin up / spin down): -6.52 / -6.43 eV. Its electronic energy is -21706.83600 eV. The spin multiplicity is 5. The charge is +1.

Element x y z (Å)
O -1.5212 -1.9910 -1.1921
C 1.1931 0.8067 -0.6106
C 0.7947 0.6133 0.6618
O -0.4816 0.4562 1.0343
H -1.3915 -2.4046 -2.0435
H 0.4719 1.0241 -1.4055
H 2.2577 0.8552 -0.8393
H 1.5570 0.5622 1.4526
Nd -1.4881 0.5059 3.3666
Li -1.3921 -0.4280 -0.4242

Cartesian forces (eV/Å) of the 3 atoms listed first:
O 0.0 1.1 0.6
C -0.3 0.3 1.0
C 1.5 0.2 -1.4



# 6
Below is a cluster of 2 separate species, C10H17NSi in total at a distorted geometry, with properties calculated with wB97M-V/def2-TZVPD.

The orbital gap (spin up / spin down) is 7.186 / 7.132 eV. As for the LUMO energy (spin up / spin down): 0.08 / 0.72 eV. Its electronic energy is -20009.98584 eV. The energy above the lowest of the compared OMol25 structures with the same formula, charge and spin is 334.8 kJ/mol. The spin multiplicity is 1. The charge is 0.

Element x y z (Å)
C -3.2034 1.4662 -0.0777
C -2.8076 1.0932 -1.3491
C -2.6082 0.7412 0.9718
C -1.9561 0.0388 -1.5957
C -1.6917 -0.2595 0.7771
C -1.4337 -0.7174 -0.5633
C 0.9528 1.5453 0.4788
C 2.2914 -0.3699 1.4257
C 2.7834 0.5724 -0.9727
C 1.8411 0.3900 0.1665
N 0.1760 -2.8866 0.3659
Si -0.0179 -1.8567 -0.9625
H -3.8468 2.2971 0.2537
H -3.2221 1.5260 -2.2536
H -2.9594 1.1922 1.8940
H -1.6077 -0.1691 -2.6176
H -1.3777 -0.7437 1.7043
H 0.1011 1.0931 1.1268
H 1.2218 2.4366 0.8768
H 0.3373 1.7202 -0.4387
H 1.4679 -0.6633 2.0360
H 2.8770 0.4042 2.0901
H 3.0416 -1.1396 1.1708
H 2.2214 0.5700 -1.8925
H 3.4062 1.4279 -0.9425
H 3.5159 -0.3171 -0.9634
H 0.9299 -3.4386 0.6140
H -0.5574 -3.3707 0.9722
H 0.1249 -2.5824 -2.2955

Cartesian forces (eV/Å) of the 3 atoms listed first:
C 0.9 -0.7 0.5
C -1.2 0.7 -1.2
C -1.1 1.9 -0.5



# 7
Below is a cluster of 2 separate species, C9H14ClNSi in total at a distorted geometry, with properties calculated with wB97M-V/def2-TZVPD.

The orbital gap is 7.979 eV. As for the LUMO energy: -1.11 eV. Its electronic energy is -31447.10100 eV. The energy above the lowest of the compared OMol25 structures with the same formula, charge and spin is 375.1 kJ/mol. The spin multiplicity is 1. The charge is 0.

Element x y z (Å)
C 2.7207 -0.9717 1.6459
C 2.7700 0.0592 0.7459
C 1.5200 -1.5463 2.0679
C 1.6213 0.6427 0.2590
C 0.3036 -1.0939 1.6157
C 0.5164 -0.0492 0.7339
C 1.3816 1.8590 -0.6483
C -0.9932 -1.8225 1.6621
C -1.8636 1.1707 -2.8734
N -1.5867 1.1540 -0.0535
Si -2.1619 0.1898 -1.3168
Cl -4.2130 -0.0704 -1.1717
H 3.7471 -1.2898 1.9598
H 3.6661 0.3949 0.4096
H 1.3076 -2.4298 2.6911
H 0.4768 2.2368 -0.1645
H 2.2980 2.3840 -0.5797
H 1.1883 1.3043 -1.6489
H -1.9909 -1.2887 1.9072
H -1.3085 -2.3407 0.7756
H -0.9646 -2.5936 2.5526
H -2.1618 2.3132 -2.9198
H -0.8570 1.1403 -3.2903
H -2.3613 0.8953 -3.7100
H -1.6566 0.8724 0.9125
H -1.3986 -1.1199 -1.5619

Cartesian forces (eV/Å) of the 3 atoms listed first:
C 1.4 -1.1 0.9
C -1.9 -0.4 0.4
C 0.0 -1.2 0.9



# 8
Below is a structure of composition C36H28BrIrN3O6P2 at a distorted geometry, with properties calculated with wB97M-V/def2-TZVPD.

Its expectation value of S² is 0.755. The orbital gap (spin up / spin down) is 6.571 / 5.284 eV. As for the LUMO energy (spin up / spin down): -7.27 / -8.55 eV. Its electronic energy is -145986.71451 eV. The energy above the lowest of the compared OMol25 structures with the same formula, charge and spin is 222.9 kJ/mol. The spin multiplicity is 2. The charge is +2.

Element x y z (Å)
Ir -0.0060 0.1625 -0.7543
O 5.3046 1.5071 1.2027
C 4.3617 1.9259 2.0426
O 4.5963 2.5637 3.0261
C 2.9446 1.5610 1.7170
C 1.8791 2.0008 2.4890
N 0.7485 1.5340 1.9396
N 1.0250 0.8123 0.8443
C 2.3506 0.8269 0.6907
C 2.8525 0.0961 -0.5243
O 4.0094 -0.0047 -0.8245
O 1.8420 -0.4719 -1.2176
H 4.9339 0.9782 0.4638
H 1.8810 2.6033 3.3805
H -0.2132 1.6891 2.2194
N -1.5539 -1.9892 1.0606
P -0.2439 -2.0697 2.0832
C -0.7078 -3.0733 3.4717
C -1.8070 -3.9388 3.4283
C -2.0777 -4.7476 4.5170
C -1.2748 -4.6830 5.6488
C -0.1916 -3.8179 5.6985
C 0.0914 -3.0042 4.6164
C 1.1561 -2.7099 1.2155
C 1.0080 -3.3704 -0.0061
C 2.1190 -3.9349 -0.6055
C 3.3639 -3.8282 -0.0025
C 3.5131 -3.1620 1.2088
C 2.4140 -2.5886 1.8191
P -1.9021 -0.6596 0.0108
C -2.8433 0.5040 1.0284
C -2.4816 1.8405 1.1623
C -3.2220 2.6861 1.9785
C -4.3220 2.1991 2.6679
C -4.7046 0.8726 2.5239
C -3.9755 0.0319 1.7013
C -3.0276 -1.3488 -1.1767
C -2.9310 -2.6887 -1.5593
C -3.8342 -3.2092 -2.4707
C -4.8150 -2.3906 -3.0117
C -4.8976 -1.0520 -2.6523
C -4.0026 -0.5233 -1.7401
H -2.4194 -2.3363 1.4719
H -2.4311 -4.0330 2.5492
H -2.9105 -5.4349 4.4814
H -1.4994 -5.3106 6.4994
H 0.4267 -3.7715 6.5828
H 0.9268 -2.3189 4.6707
H 0.0359 -3.4625 -0.4710
H 2.0162 -4.4580 -1.5448
H 4.2295 -4.2616 -0.4831
H 4.4902 -3.0766 1.6620
H 2.5355 -2.0512 2.7510
H -1.6600 2.2476 0.5874
H -2.9508 3.7289 2.0610
H -4.8957 2.8576 3.3043
H -5.5753 0.4997 3.0432
H -4.3105 -0.9917 1.5727
H -2.1615 -3.3280 -1.1473
H -3.7717 -4.2478 -2.7609
H -5.5185 -2.7981 -3.7237
H -5.6634 -0.4226 -3.0812
H -4.0711 0.5215 -1.4649
Br -0.7051 4.9645 -1.6972
C -0.5351 4.1262 -3.3775
C -0.5211 4.9689 -4.4782
C -0.3778 4.4460 -5.7547
C -0.2621 3.0736 -5.9503
C -0.2991 2.2335 -4.8576
C -0.4337 2.7477 -3.5582
C -0.4529 1.7918 -2.4824
O -0.5506 0.5271 -2.6906
O -0.3694 2.0825 -1.2282
H -0.6226 6.0338 -4.3312
H -0.3547 5.1198 -6.5996
H -0.1440 2.6685 -6.9434
H -0.2181 1.1642 -4.9886

Cartesian forces (eV/Å) of the 3 atoms listed first:
Ir 1.2 0.5 0.1
O -0.3 -0.1 0.0
C 0.3 -0.1 -0.2